# 1
The following is a DFT calculation (ωB97M-V/def2-TZVPD) of a structure of composition C46H58O4Pt.

Geometry as ORCA input:
```
! RIJCOSX wB97M-V def2-TZVPD def2/J DEFGRID3
* xyz 0 1
Pt 1.24 1.97 -0.09
C 4.16 1.43 -0.58
O 2.84 1.14 -1.07
C 2.56 -0.12 -1.59
C 2.00 -0.06 -2.87
C 1.70 1.29 -3.50
C 0.30 1.74 -3.12
C -0.74 1.08 -3.77
C -2.07 1.29 -3.46
C -2.33 2.18 -2.43
C -1.34 2.86 -1.74
C -1.80 3.67 -0.54
C -2.13 2.73 0.60
C -3.37 2.11 0.73
C -3.59 1.12 1.68
C -2.53 0.76 2.52
C -1.28 1.36 2.46
C -0.23 0.98 3.50
C 1.16 0.40 3.19
C 1.99 0.23 4.29
C 3.24 -0.38 4.19
C 3.61 -0.85 2.94
C 2.82 -0.70 1.81
C 3.34 -1.38 0.53
C 2.70 -1.28 -0.84
C 2.30 -2.45 -1.48
C 1.78 -2.48 -2.77
C 1.64 -1.27 -3.45
C 1.35 -3.77 -3.46
C 1.55 -5.00 -2.57
C -0.15 -3.68 -3.81
C 2.16 -3.96 -4.75
C 1.60 -0.01 1.93
O 0.86 0.22 0.85
C 4.18 -0.56 5.39
C 4.45 -2.06 5.61
C 3.59 0.01 6.68
C 5.51 0.15 5.10
C -1.14 2.35 1.50
O 0.09 2.96 1.25
C 0.76 3.67 2.31
C -4.92 0.39 1.81
C -5.97 0.92 0.84
C -4.70 -1.10 1.50
C -5.46 0.54 3.24
C 0.02 2.69 -2.10
O 1.01 3.40 -1.50
C -3.23 0.56 -4.15
C -4.21 1.57 -4.74
C -2.74 -0.36 -5.27
C -3.95 -0.31 -3.10
H 4.88 0.87 -1.18
H 4.24 1.18 0.48
H 4.30 2.50 -0.72
H 1.76 1.20 -4.58
H 2.43 2.03 -3.18
H -0.47 0.38 -4.55
H -3.36 2.36 -2.13
H -2.69 4.23 -0.81
H -1.03 4.38 -0.25
H -4.16 2.41 0.06
H -2.67 -0.03 3.25
H -0.72 0.26 4.15
H -0.08 1.86 4.14
H 1.64 0.57 5.26
H 4.56 -1.37 2.82
H 3.38 -2.44 0.76
H 4.39 -1.09 0.42
H 2.40 -3.38 -0.93
H 1.23 -1.25 -4.45
H 0.97 -4.93 -1.65
H 2.60 -5.14 -2.31
H 1.23 -5.89 -3.11
H -0.74 -3.52 -2.91
H -0.48 -4.60 -4.29
H -0.34 -2.85 -4.50
H 3.23 -4.04 -4.53
H 2.02 -3.13 -5.44
H 1.85 -4.88 -5.25
H 3.52 -2.59 5.82
H 5.12 -2.20 6.45
H 4.90 -2.52 4.73
H 2.66 -0.48 6.95
H 3.41 1.09 6.59
H 4.30 -0.14 7.50
H 5.99 -0.25 4.21
H 6.19 0.03 5.94
H 5.34 1.22 4.94
H -0.01 4.12 2.95
H 1.34 4.45 1.83
H 1.40 3.00 2.88
H -5.66 0.80 -0.20
H -6.18 1.98 1.01
H -6.91 0.37 0.97
H -4.32 -1.24 0.49
H -5.65 -1.65 1.58
H -4.00 -1.56 2.20
H -5.62 1.60 3.47
H -4.78 0.13 3.98
H -6.42 0.02 3.34
H -3.72 2.19 -5.49
H -4.63 2.22 -3.97
H -5.05 1.05 -5.22
H -2.21 0.21 -6.05
H -3.60 -0.85 -5.74
H -2.07 -1.14 -4.90
H -4.35 0.30 -2.29
H -3.26 -1.03 -2.66
H -4.78 -0.85 -3.56
*
```

Computed properties:
HOMO in Eh: -0.26998
Frontier orbital gap in eV: 7.735



# 2
The following is a DFT calculation (ωB97M-V/def2-TZVPD) of a structure of composition C46H59HgN7P.

Geometry as ORCA input:
```
! RIJCOSX wB97M-V def2-TZVPD def2/J DEFGRID3
* xyz -2 2
Hg 0.73 -0.43 -0.25
C 0.49 -6.07 5.28
C 1.71 -5.75 4.65
C 1.81 -4.73 3.73
C 0.66 -3.94 3.37
C -0.58 -4.29 4.00
C -0.66 -5.30 4.92
P 0.61 -2.83 1.98
C 1.83 -3.57 0.81
C 3.15 -3.14 0.63
C 4.03 -3.84 -0.19
C 3.61 -5.00 -0.83
C 2.31 -5.44 -0.66
C 1.43 -4.72 0.14
C 1.54 -1.31 2.49
C 1.99 -1.18 3.80
C 2.56 0.01 4.24
C 2.70 1.07 3.35
C 2.25 0.94 2.04
C 1.65 -0.24 1.59
H 0.42 -6.88 5.99
H 2.60 -6.32 4.91
H 2.77 -4.52 3.28
H -1.47 -3.73 3.74
H -1.62 -5.52 5.39
H 3.49 -2.24 1.14
H 5.04 -3.48 -0.32
H 4.30 -5.55 -1.46
H 1.97 -6.33 -1.17
H 0.41 -5.07 0.26
H 1.88 -2.02 4.48
H 2.90 0.11 5.27
H 3.15 2.00 3.68
H 2.36 1.78 1.36
C -1.16 2.10 4.55
N -1.20 2.24 3.10
C -1.50 1.00 2.40
C -0.39 3.16 2.48
N -0.05 2.99 1.26
C 0.63 3.96 0.51
C 1.56 4.87 1.02
C 2.07 5.91 0.24
C 1.65 6.04 -1.07
C 0.82 5.08 -1.63
C 0.37 3.97 -0.89
N -0.14 2.89 -1.55
C -1.16 2.83 -2.33
N -1.11 2.14 -3.50
C -2.23 1.34 -3.98
C 0.19 1.70 -3.98
N -2.40 3.43 -2.05
C -2.61 3.89 -0.70
C -2.94 4.33 -3.06
N -0.16 4.36 3.21
C 0.79 4.44 4.28
C -1.18 5.37 3.16
H -2.02 1.51 4.86
H -1.20 3.06 5.04
H -0.26 1.56 4.88
H -2.43 0.59 2.80
H -0.70 0.26 2.52
H -1.62 1.21 1.35
H 1.90 4.76 2.03
H 2.79 6.59 0.66
H 2.01 6.86 -1.69
H 0.57 5.11 -2.68
H -3.11 1.52 -3.37
H -1.98 0.27 -3.92
H -2.46 1.59 -5.02
H 0.14 1.64 -5.07
H 0.44 0.73 -3.55
H 0.94 2.43 -3.69
H -2.16 3.18 0.00
H -3.68 3.95 -0.50
H -2.16 4.88 -0.51
H -2.68 3.97 -4.05
H -2.55 5.35 -2.93
H -4.03 4.37 -2.98
H 1.41 3.55 4.29
H 0.32 4.54 5.26
H 1.45 5.31 4.14
H -1.80 5.22 2.27
H -0.73 6.37 3.09
H -1.84 5.36 4.04
C -3.06 -2.50 -0.16
C -2.93 -1.51 -1.33
C -2.59 -0.13 -0.78
C -2.04 -2.08 -2.43
C -2.73 -3.00 -3.24
C -2.18 -3.64 -4.33
C -0.86 -3.33 -4.64
C -0.12 -2.45 -3.89
C 1.31 -2.17 -4.30
C 1.42 -1.70 -5.76
C 2.20 -3.40 -4.07
C -0.65 -1.79 -2.68
N 0.20 -0.98 -2.05
H -3.73 -2.10 0.62
H -2.09 -2.68 0.30
H -3.46 -3.45 -0.50
H -3.92 -1.42 -1.78
H -1.89 -0.21 0.04
H -3.50 0.34 -0.37
H -2.16 0.54 -1.52
H -3.77 -3.19 -2.99
H -2.76 -4.35 -4.92
H -0.40 -3.79 -5.51
H 1.67 -1.38 -3.65
H 1.27 -2.53 -6.46
H 2.42 -1.29 -5.96
H 0.68 -0.94 -5.98
H 1.84 -4.25 -4.66
H 2.19 -3.68 -3.02
H 3.24 -3.19 -4.36
*
```

Computed properties:
HOMO (spin up / spin down) in Eh: 0.05386 / -0.02340
Frontier orbital gap (spin up / spin down) in eV: 2.385 / 4.487
Relative energy (zero: lowest compared OMol25 entry of this formula, charge and spin) in kJ/mol: 0.00



# 3
The following is a DFT calculation (ωB97M-V/def2-TZVPD) of a structure of composition C46H60BaBr2N2P3Si in a non-equilibrium geometry.

Geometry as ORCA input:
```
! RIJCOSX wB97M-V def2-TZVPD def2/J DEFGRID3
* xyz 1 1
Ba 0.24 0.19 0.46
C 2.61 -4.07 -0.97
C 1.18 -4.18 -1.49
C 1.14 -3.87 -2.98
P 0.03 -3.06 -0.57
C -0.24 -3.89 1.10
C 0.55 -3.22 2.21
C -0.02 -5.41 1.17
C -1.59 -3.42 -1.38
C -2.00 -4.74 -1.53
C -3.25 -5.05 -2.03
C -4.11 -4.03 -2.40
C -3.69 -2.71 -2.29
C -2.43 -2.37 -1.80
Si -1.79 -0.59 -1.65
C -0.88 -0.37 -3.34
C -0.94 -1.35 -4.32
C -0.24 -1.27 -5.51
C 0.56 -0.16 -5.76
C 0.63 0.84 -4.81
C -0.06 0.76 -3.60
P 0.06 2.11 -2.35
C -0.90 3.57 -3.01
C -2.24 3.78 -2.32
C -1.09 3.58 -4.52
C 1.81 2.78 -2.42
C 2.81 1.65 -2.22
C 2.27 3.70 -3.56
C -3.36 0.48 -1.85
C -4.07 0.54 -3.05
C -5.24 1.27 -3.18
C -5.74 1.95 -2.08
C -5.05 1.92 -0.88
C -3.85 1.21 -0.75
P -2.93 1.15 0.84
C -4.01 0.12 1.94
C -5.47 0.54 2.05
C -3.89 -1.33 1.50
C -2.89 2.83 1.68
C -1.49 3.43 1.51
C -3.95 3.89 1.39
H 3.24 -4.83 -1.44
H 2.70 -4.19 0.11
H 3.04 -3.10 -1.24
H 0.84 -5.21 -1.33
H 1.42 -2.83 -3.18
H 0.15 -4.03 -3.40
H 1.84 -4.51 -3.51
H -1.31 -3.70 1.28
H 1.63 -3.25 2.03
H 0.36 -3.71 3.16
H 0.27 -2.17 2.34
H 1.02 -5.67 1.01
H -0.62 -5.96 0.45
H -0.29 -5.77 2.16
H -1.34 -5.55 -1.25
H -3.56 -6.09 -2.13
H -5.09 -4.25 -2.78
H -4.36 -1.92 -2.60
H -1.57 -2.22 -4.15
H -0.32 -2.06 -6.24
H 1.10 -0.07 -6.69
H 1.23 1.71 -5.03
H -0.25 4.41 -2.73
H -2.98 3.05 -2.64
H -2.62 4.78 -2.57
H -2.16 3.72 -1.24
H -1.67 2.71 -4.84
H -0.16 3.57 -5.07
H -1.65 4.47 -4.82
H 1.83 3.40 -1.52
H 2.82 0.97 -3.08
H 2.56 1.05 -1.34
H 3.81 2.04 -2.07
H 2.44 3.17 -4.49
H 3.22 4.15 -3.28
H 1.57 4.51 -3.75
H -3.68 0.01 -3.91
H -5.76 1.29 -4.12
H -6.66 2.51 -2.15
H -5.47 2.44 -0.04
H -3.55 0.23 2.93
H -5.98 0.41 1.09
H -5.59 1.58 2.36
H -5.99 -0.09 2.78
H -4.27 -1.47 0.48
H -4.48 -1.98 2.16
H -2.86 -1.68 1.51
H -2.99 2.55 2.74
H -1.24 3.59 0.46
H -0.72 2.78 1.93
H -1.42 4.38 2.02
H -3.92 4.20 0.34
H -3.75 4.78 1.99
H -4.95 3.56 1.62
Br 1.93 0.37 7.56
C 1.49 0.41 5.74
C 0.19 0.68 5.33
C -0.08 0.67 3.98
N 0.84 0.44 3.05
C 2.10 0.18 3.44
C 2.46 0.15 4.78
C 3.12 -0.12 2.38
C 4.48 -0.03 2.66
C 5.38 -0.39 1.68
Br 7.23 -0.29 2.02
C 4.91 -0.82 0.44
C 3.54 -0.85 0.25
N 2.66 -0.50 1.18
H -0.59 0.87 6.05
H -1.09 0.87 3.62
H 3.47 -0.09 5.09
H 4.84 0.31 3.62
H 5.59 -1.12 -0.34
H 3.14 -1.17 -0.70
*
```

Computed properties:
HOMO in Eh: -0.30158
Frontier orbital gap in eV: 4.880
Relative energy (zero: lowest compared OMol25 entry of this formula, charge and spin) in kJ/mol: 0.00



# 4
The following is a DFT calculation (ωB97M-V/def2-TZVPD) of a structure of composition C46H60N4P2PdSeSi2 in a non-equilibrium geometry.

Geometry as ORCA input:
```
! RIJCOSX wB97M-V def2-TZVPD def2/J DEFGRID3
* xyz 2 1
Pd 0.51 -1.13 0.05
C -2.87 -2.58 1.31
Si -3.08 -1.72 -0.35
C -3.85 -0.01 -0.16
C -4.13 -2.79 -1.49
N -1.45 -1.41 -0.95
P -0.73 -2.21 -2.14
C 0.91 -1.64 -2.27
P 2.36 -0.73 -1.97
N 2.17 0.22 -0.69
Si 3.42 1.28 -0.05
C 3.21 1.28 1.82
C 3.14 2.95 -0.87
C 5.20 0.74 -0.38
C 2.70 0.27 -3.43
C 3.96 0.53 -3.95
C 4.10 1.47 -4.96
C 3.00 2.15 -5.44
C 1.73 1.89 -4.93
C 1.58 0.95 -3.92
C 3.62 -2.01 -1.63
C 4.54 -2.46 -2.56
C 5.54 -3.35 -2.18
C 5.61 -3.80 -0.87
C 4.66 -3.39 0.06
C 3.67 -2.49 -0.32
C -0.61 -3.98 -1.72
C 0.22 -4.33 -0.65
C 0.23 -5.62 -0.16
C -0.60 -6.58 -0.73
C -1.43 -6.24 -1.79
C -1.43 -4.95 -2.29
C -1.57 -1.88 -3.70
C -2.12 -0.60 -3.80
C -2.79 -0.22 -4.95
C -2.92 -1.12 -6.00
C -2.35 -2.38 -5.91
C -1.66 -2.76 -4.77
H -3.82 -2.62 1.86
H -2.14 -2.06 1.92
H -2.53 -3.61 1.18
H -4.80 -0.07 0.38
H -4.05 0.44 -1.13
H -3.19 0.66 0.39
H -5.17 -2.73 -1.17
H -3.83 -3.84 -1.44
H -4.08 -2.46 -2.53
H 2.27 1.75 2.13
H 4.03 1.84 2.28
H 3.24 0.26 2.22
H 2.08 3.17 -0.99
H 3.61 2.96 -1.85
H 3.59 3.75 -0.28
H 5.41 -0.28 -0.07
H 5.86 1.40 0.18
H 5.47 0.85 -1.44
H 4.84 0.01 -3.58
H 5.08 1.68 -5.37
H 3.12 2.90 -6.22
H 0.87 2.42 -5.31
H 0.60 0.75 -3.51
H 4.50 -2.13 -3.59
H 6.28 -3.68 -2.90
H 6.40 -4.48 -0.57
H 4.71 -3.74 1.08
H 2.97 -2.13 0.42
H 0.87 -3.59 -0.20
H 0.88 -5.89 0.66
H -0.60 -7.59 -0.34
H -2.08 -6.99 -2.22
H -2.09 -4.70 -3.11
H -2.03 0.09 -2.97
H -3.21 0.77 -5.03
H -3.46 -0.83 -6.89
H -2.45 -3.07 -6.74
H -1.20 -3.74 -4.73
C 0.67 2.72 4.90
C 1.10 1.31 5.31
C 0.81 0.22 4.28
C -0.65 -0.16 4.10
N -1.53 0.91 3.63
C -1.51 1.49 2.42
Se -0.32 1.15 1.00
N -2.50 2.42 2.36
C -2.83 3.31 1.24
C -2.56 4.78 1.58
C -1.11 5.10 1.95
C -0.16 5.12 0.76
C -3.19 2.40 3.55
C -4.31 3.11 3.98
C -4.75 2.85 5.26
C -4.11 1.92 6.09
C -3.02 1.20 5.66
C -2.57 1.44 4.36
H 1.11 3.46 5.56
H -0.41 2.86 4.95
H 1.00 2.95 3.88
H 0.63 1.05 6.26
H 2.18 1.31 5.49
H 1.33 -0.69 4.58
H 1.24 0.52 3.31
H -1.06 -0.51 5.04
H -0.73 -0.98 3.38
H -3.88 3.17 1.01
H -2.24 3.00 0.38
H -3.21 5.08 2.40
H -2.84 5.37 0.70
H -0.76 4.38 2.70
H -1.09 6.08 2.43
H -0.14 4.15 0.26
H 0.85 5.35 1.08
H -0.47 5.87 0.03
H -4.81 3.83 3.35
H -5.62 3.39 5.63
H -4.49 1.75 7.09
H -2.55 0.48 6.31
*
```

Computed properties:
HOMO (spin up / spin down) in Eh: -0.46735 / -0.46739
Frontier orbital gap (spin up / spin down) in eV: 4.128 / 4.136